[1]
Computed, not measured: a molecular structure, C28H35HgN5P2S, with ωB97M-V/def2-TZVPD.

Each line ends with the Mulliken charge.
CARTESIAN COORDINATES (ANGSTROEM)
Hg1 1.726 6.297 -0.906  0.313
C1 -1.875 4.483 2.224  -0.538
C2 -0.854 3.626 2.091  -0.587
C3 -0.864 2.280 1.421  -0.449
C4 -0.890 2.231 -0.123  0.341
C5 -2.096 2.784 -0.839  -0.552
C6 -3.212 3.267 -0.289  -0.364
C7 -3.698 3.012 1.100  -0.718
C8 -3.336 4.127 2.110  -0.710
C9 -0.301 6.677 -1.671  -1.322
H1 -1.676 5.516 2.561  0.390
H2 0.146 3.877 2.467  0.373
H3 -1.639 1.620 1.827  0.096
H4 0.097 1.827 1.713  0.661
H5 0.020 2.746 -0.490  0.337
H6 -0.768 1.173 -0.427  -0.188
H7 -1.909 2.916 -1.913  0.454
H8 -3.867 3.902 -0.901  0.362
H9 -3.316 2.045 1.454  0.285
H10 -4.801 2.990 1.057  0.400
H11 -3.863 5.062 1.857  0.358
H12 -3.730 3.811 3.096  0.329
H13 -0.593 7.720 -1.437  0.312
H14 -1.073 6.006 -1.265  0.378
H15 -0.198 6.587 -2.762  0.368
P1 0.626 -2.263 -1.862  -0.034
P2 2.117 -1.791 0.906  -0.237
N1 -1.004 -2.579 -2.427  0.383
N2 1.404 -3.097 -3.244  0.334
N3 0.825 -1.918 2.114  0.417
N4 3.419 -2.067 2.053  0.347
C10 0.721 -3.672 -0.652  -0.689
C11 1.943 -3.534 0.269  -1.096
C12 -1.994 -1.583 -2.448  -0.392
C13 -3.208 -2.167 -2.799  -0.596
C14 -2.959 -3.569 -3.007  -0.661
C15 -1.612 -3.791 -2.761  -0.097
C16 2.240 -2.423 -4.147  -0.464
C17 2.738 -3.334 -5.073  -0.598
C18 2.196 -4.617 -4.738  -0.746
C19 1.398 -4.445 -3.609  -0.076
C20 -0.037 -0.845 2.356  -0.280
C21 -1.026 -1.238 3.246  -0.367
C22 -0.782 -2.613 3.556  -1.175
C23 0.342 -3.008 2.839  -0.106
C24 3.518 -2.956 3.132  -0.118
C25 4.841 -2.999 3.559  -0.601
C26 5.593 -2.114 2.711  -0.556
C27 4.707 -1.560 1.801  -0.409
H16 0.773 -4.631 -1.180  0.473
H17 -0.218 -3.661 -0.075  0.487
H18 1.882 -4.251 1.101  0.439
H19 2.879 -3.734 -0.280  0.513
H20 -1.732 -0.563 -2.210  0.350
H21 -4.157 -1.665 -2.890  0.422
H22 -3.687 -4.314 -3.302  0.423
H23 -1.046 -4.713 -2.788  0.193
H24 2.394 -1.362 -4.037  0.402
H25 3.406 -3.115 -5.897  0.396
H26 2.355 -5.547 -5.264  0.432
H27 0.847 -5.183 -3.047  0.274
H28 0.159 0.090 1.864  -0.100
H29 -1.822 -0.612 3.637  0.455
H30 -1.353 -3.233 4.233  0.444
H31 0.833 -3.969 2.793  0.457
H32 2.651 -3.472 3.509  0.262
H33 5.230 -3.596 4.371  0.436
H34 6.656 -1.923 2.765  0.403
H35 4.849 -0.859 0.994  0.365
S1 -0.657 8.109 1.049  -0.044
C28 -1.517 9.421 0.604  0.369
N5 -2.159 10.384 0.316  -0.367

Orbital gap (spin up / spin down): 0.26419 / 0.15069 Eh
LUMO (spin up / spin down): -1.23 / -3.43 eV
E: -2595.83192 hartree


[2]
Computed, not measured: a molecular structure, C24H41F3P2Pb, with ωB97M-V/def2-TZVPD.

Each line ends with the Mulliken charge.
CARTESIAN COORDINATES (ANGSTROEM)
Pb1 -0.976 3.592 1.196  1.105
C1 1.451 -0.506 4.200  0.533
C2 2.377 -0.182 3.174  1.043
C3 1.737 1.770 4.173  0.531
C4 1.039 0.714 4.798  0.449
C5 2.549 1.228 3.142  0.304
C6 1.051 -1.864 4.624  -1.596
H1 1.003 -2.560 3.780  0.377
H2 0.072 -1.864 5.108  0.540
H3 1.766 -2.290 5.342  0.341
C7 0.078 0.888 5.902  -1.254
H4 -0.232 -0.092 6.284  0.392
H5 -0.825 1.427 5.586  0.265
H6 0.498 1.452 6.746  0.354
C8 1.647 3.187 4.566  -1.233
H7 1.782 3.325 5.648  0.368
H8 0.672 3.624 4.302  0.188
H9 2.424 3.772 4.072  0.418
C9 3.423 1.990 2.237  -1.632
H10 4.365 2.291 2.718  0.371
H11 2.928 2.908 1.897  0.391
H12 3.697 1.407 1.350  0.382
C10 3.126 -1.131 2.314  -1.571
H13 4.214 -1.015 2.436  0.479
H14 2.920 -0.976 1.246  0.198
H15 2.883 -2.168 2.561  0.439
C11 -1.736 -1.300 0.887  -1.046
C12 -0.630 -1.932 1.322  -0.185
C13 0.381 -2.647 0.486  -0.503
C14 0.676 -2.124 -0.943  -0.476
C15 1.028 -0.677 -1.041  -0.362
C16 0.176 0.340 -1.160  0.009
C17 -1.312 0.408 -1.030  0.812
C18 -2.047 -0.879 -0.517  -0.553
H16 0.020 -3.692 0.403  0.464
H17 -0.173 -2.354 -1.603  -0.595
H18 1.331 -2.674 1.048  0.058
H19 -1.859 -1.688 -1.241  -0.137
H20 -2.467 -1.011 1.658  0.442
H21 -0.523 -2.070 2.403  0.449
H22 -3.131 -0.675 -0.575  0.550
H23 -1.573 1.233 -0.346  -1.055
H24 0.654 1.329 -1.265  0.406
H25 -1.743 0.726 -2.000  0.243
H26 1.530 -2.703 -1.339  0.625
H27 2.107 -0.445 -0.987  0.554
P1 -1.650 -1.460 -3.521  0.955
C19 -3.376 -2.061 -3.691  -1.545
C20 -0.819 -2.806 -4.458  -1.427
P2 -0.219 1.028 -4.582  0.385
C21 -1.690 -0.112 -4.773  -1.361
C22 0.871 0.134 -5.779  -1.229
C23 -0.799 2.290 -5.796  -1.206
H28 -4.088 -1.262 -3.453  0.352
H29 -3.520 -2.895 -2.988  0.380
H30 -3.550 -2.420 -4.707  0.441
H31 -1.407 -3.064 -5.346  0.454
H32 -0.780 -3.683 -3.803  0.429
H33 0.197 -2.539 -4.759  0.277
H34 -1.067 1.831 -6.759  0.353
H35 0.014 3.001 -5.950  0.400
H36 -1.671 2.815 -5.386  0.364
H37 -2.606 0.481 -4.615  0.568
H38 -1.725 -0.554 -5.787  0.614
H39 1.707 0.796 -6.016  0.437
H40 0.332 -0.086 -6.713  0.379
H41 1.262 -0.798 -5.365  0.265
F1 -2.377 3.631 3.819  -0.217
C24 -2.590 3.767 2.417  0.489
F2 -3.631 2.843 2.164  -0.210
F3 -3.200 5.027 2.287  -0.229

Orbital gap (spin up / spin down): 0.11247 / 0.11196 Eh
Net charge: +2
LUMO (spin up / spin down): -9.19 / -9.20 eV
E: -2113.43459 hartree


Here are the calculated molar mass numbers, same order: 736.2, 655.7 (g mol⁻¹).
Here are the calculated energy above the lowest of the compared OMol25 structures with the same formula, charge and spin numbers, same order: 0.926, 0.000 (eV).